(1)
# C20H37ClN3OPTc

A structure of composition C20H37ClN3OPTc at a distorted geometry (wB97M-V/def2-TZVPD, the Open Molecules 2025 dataset).

The geometry in XYZ format:
```
64
Properties=species:S:1:pos:R:3:forces:R:3:lowdin_charge:R:1
C 5.43581 0.40110 -4.06760 -3.49 -0.46 2.86 -0.36
C 4.43997 -0.42086 -4.84508 1.39 0.02 -1.40 -0.10
C 5.07671 1.84417 -3.84833 1.40 0.41 -1.27 -0.10
C 6.06307 -0.30651 -2.89643 1.56 -0.04 -1.01 -0.10
Cl 2.33726 -0.80516 -1.58070 2.26 -2.37 -1.48 0.40
H 5.85952 2.28400 -4.51113 -0.70 0.90 0.53 0.10
H 5.22210 2.24407 -2.84020 0.19 -0.25 -0.02 0.06
H 4.09747 2.17560 -4.21485 0.14 -0.29 -0.15 0.06
H 5.06725 -0.58526 -5.74874 -1.02 -0.53 -0.21 0.10
H 3.52076 0.07860 -5.15988 0.17 0.28 0.04 0.06
H 4.17368 -1.40346 -4.44818 0.28 0.07 0.22 0.06
H 7.07323 -0.43777 -3.33552 0.14 -0.47 1.05 0.10
H 5.68486 -1.30184 -2.63926 -0.14 0.12 -0.35 0.06
H 6.16881 0.26311 -1.96975 -0.02 0.25 -0.22 0.06
C -1.60839 1.19407 -1.64366 -0.33 0.99 0.18 -0.02
C -0.48676 2.03215 -1.31847 0.04 0.54 0.04 -0.13
C 0.62861 1.58665 -2.11244 -1.05 -0.29 -0.77 -0.29
H -0.49879 2.95980 -0.70898 -0.30 -0.81 -0.98 0.13
C 0.17907 0.35544 -2.75943 0.07 -0.11 0.79 -0.14
C -1.16804 0.10624 -2.39168 0.27 -0.32 -0.72 -0.03
H -1.75155 -0.75936 -2.75190 0.36 0.68 0.38 0.15
H -2.65855 1.51580 -1.51544 0.78 -0.68 0.56 0.14
H 1.48832 2.15428 -2.32397 0.82 0.63 -0.58 0.12
H 0.79607 -0.36757 -3.27509 -0.24 0.54 -0.50 0.07
C 1.78525 -0.16891 1.82623 0.79 1.28 -0.64 -0.05
C 0.87473 0.88875 2.02405 0.15 0.96 -1.18 0.01
C 1.13147 1.93265 1.01466 1.04 -1.04 1.73 -0.14
H 0.12735 0.98301 2.80874 -0.17 -0.33 -0.49 0.12
C 2.35557 1.58186 0.33325 -0.01 -0.14 1.30 -0.21
C 2.73503 0.27873 0.84308 -0.84 0.07 0.64 -0.17
H 3.49118 -0.38240 0.49296 0.76 0.18 -0.06 0.08
H 1.87082 -1.11675 2.34760 -0.26 0.21 -0.11 0.13
H 0.61958 2.86814 0.93497 -0.06 0.20 0.18 0.12
H 2.83207 2.17852 -0.40406 0.75 0.41 -0.18 0.13
Tc 0.91638 0.37115 -0.49363 -5.32 -0.75 2.14 1.29
C -2.59963 1.09940 3.60504 0.07 0.01 0.38 -0.10
N -2.78803 0.70191 2.21692 0.36 -0.13 -0.69 -0.29
C -3.08601 1.79771 1.31005 -0.16 0.07 0.05 -0.09
P -2.31901 -0.77758 1.59829 -1.39 -1.13 2.04 0.56
O -1.13172 -0.73436 0.69355 1.20 0.71 -1.19 -0.34
N -2.00237 -1.69077 2.95236 -0.03 0.63 -1.14 -0.32
C -0.71414 -2.35453 3.11482 -0.22 0.07 -0.03 -0.09
C -2.96169 -1.90349 4.03277 0.13 -0.04 0.02 -0.10
N -3.64377 -1.47811 0.88265 0.80 0.49 -0.37 -0.29
C -4.18616 -2.76392 1.28559 -0.11 -0.39 0.38 -0.09
C -4.24563 -0.91286 -0.31816 -0.45 0.21 0.20 -0.09
H -2.51612 2.18960 3.63721 0.08 -0.17 0.10 0.09
H -1.68916 0.66669 4.04099 -0.25 0.08 0.00 0.07
H -3.45868 0.81231 4.22708 0.27 0.10 -0.08 0.09
H -2.16804 2.27627 0.93030 -0.15 0.07 0.07 0.07
H -3.68667 1.46150 0.46145 0.08 0.12 0.15 0.05
H -3.66926 2.54084 1.86142 0.05 -0.03 -0.31 0.10
H -0.09452 -1.81120 3.83376 0.10 -0.12 0.15 0.08
H -0.89332 -3.36488 3.48900 0.20 0.02 -0.03 0.10
H -0.18982 -2.40842 2.15802 -0.13 -0.08 0.14 0.07
H -2.58530 -1.44240 4.94935 -0.15 -0.05 0.06 0.09
H -3.95312 -1.49277 3.80509 0.34 -0.07 -0.04 0.09
H -3.05234 -2.97914 4.19625 -0.17 0.03 0.10 0.10
H -5.03869 -2.64783 1.97121 0.17 -0.12 -0.17 0.10
H -4.53698 -3.27237 0.38390 0.09 -0.13 0.24 0.09
H -3.41573 -3.37789 1.76687 -0.30 0.10 -0.15 0.09
H -4.98651 -0.13144 -0.07317 0.18 -0.27 -0.22 0.10
H -3.49497 -0.50287 -1.00171 -0.09 -0.09 0.13 0.05
H -4.77251 -1.72145 -0.83200 0.09 0.28 -0.10 0.09
```
Positions in Å, forces in eV/Å.

Values from the calculation:
Energy above the lowest of the compared OMol25 structures with the same formula, charge and spin (kJ/mol): 261.6
⟨S²⟩: 3.82
Calculated total energy (eV): -51848.10331
HOMO (spin up / spin down) (eV): -11.272 / -14.122
Spin multiplicity: 4
Gap between HOMO and LUMO (spin up / spin down) (eV): 2.387 / 4.932
Total charge: +2

=====

(2)
# C9H14O2

A cluster of 2 separate species, C9H14O2 in total at a distorted geometry (wB97M-V/def2-TZVPD, the Open Molecules 2025 dataset).

The geometry in XYZ format:
```
25
Properties=species:S:1:pos:R:3:forces:R:3:lowdin_charge:R:1
C 0.73776 -1.22113 2.74385 -0.67 0.80 -0.92 -0.05
C 0.41737 -0.06321 1.78141 -0.09 -1.91 -0.38 -0.27
C -0.88825 0.03108 1.24314 2.36 0.93 1.13 -0.05
C -1.06517 1.11353 0.42543 -1.48 0.69 -1.48 -0.06
C -0.05466 1.98552 -0.00549 -0.44 -2.33 -0.08 -0.32
O -0.30635 2.84424 -1.05380 0.29 0.80 0.65 0.03
C 1.23448 1.74552 0.43433 0.12 1.56 -0.38 -0.02
C 1.48831 0.70957 1.31082 -1.42 -0.01 1.58 -0.05
H 1.18981 -2.04259 2.18784 0.33 0.04 0.13 0.08
H -0.20384 -1.61483 3.12431 0.15 0.07 0.44 0.07
H 1.39154 -0.84049 3.52272 0.02 -0.40 0.25 0.07
H -1.65073 -0.65974 1.56828 -0.24 0.12 -0.16 0.11
H -2.03716 1.25697 -0.04878 0.03 0.10 0.17 0.12
H -0.59152 2.32635 -1.80307 -0.20 -0.18 -0.26 0.09
H 1.90926 2.52456 0.08338 0.63 -0.61 0.16 0.12
H 2.36558 0.53504 1.91939 0.65 0.37 -0.73 0.11
C -1.36923 -1.07203 -1.98697 1.67 0.13 -0.78 -0.07
C 0.03824 -1.65307 -2.00041 0.79 -0.54 0.21 -0.30
O -0.06996 -3.09143 -1.84538 0.59 0.28 0.76 -0.10
H -1.83562 -1.55747 -2.84205 -0.86 -0.34 0.61 0.08
H -1.38920 -0.01065 -2.23988 0.20 0.10 0.22 0.06
H -1.69107 -1.21512 -0.96536 -1.00 -0.26 -0.27 0.06
H 0.62443 -1.49040 -2.90522 -0.36 0.33 -0.33 0.11
H 0.69205 -1.31487 -1.18917 -0.39 0.49 0.10 0.10
H 0.61162 -3.30077 -1.17709 -0.69 -0.24 -0.65 0.08
```
Positions in Å, forces in eV/Å.

Values from the calculation:
Energy above the lowest of the compared OMol25 structures with the same formula, charge and spin (kJ/mol): 180.3
SMILES: Cc1ccc(O)cc1.CCO
Calculated total energy (eV): -13653.78785
HOMO (eV): -8.810
Gap between HOMO and LUMO (eV): 9.482
Total charge: 0

=====

(3)
# C6H34N2O9

A cluster of 10 separate species, C6H34N2O9 in total at a distorted geometry (wB97M-V/def2-TZVPD, the Open Molecules 2025 dataset).

The geometry in XYZ format:
```
51
Properties=species:S:1:pos:R:3:forces:R:3:lowdin_charge:R:1
C -3.11581 -0.75145 1.60762 -0.30 0.04 1.18 -0.08
C -1.85350 -0.98859 2.42324 0.93 0.71 -0.03 -0.27
N -1.17504 0.20154 2.92307 -0.31 0.82 -0.91 -0.09
C 0.25087 0.13107 3.17870 -0.59 -0.74 0.50 -0.22
C 1.08711 -0.16617 1.92297 -1.07 0.19 0.68 -0.21
N 0.97004 0.87645 0.89605 0.79 -0.51 0.21 -0.07
C 2.30774 1.16945 0.33836 -2.00 1.35 -1.21 -0.26
C 2.15598 2.26435 -0.77905 0.78 0.18 1.60 -0.07
H -3.02466 0.15427 1.01195 -0.05 -0.12 -0.23 0.05
H -3.34679 -1.62921 1.00606 0.14 0.09 -0.21 0.07
H -3.95246 -0.65493 2.30248 -0.20 0.29 -0.16 0.07
H -1.13314 -1.38809 1.72065 0.01 -0.83 0.10 0.06
H -2.00806 -1.66052 3.27388 -0.16 -0.47 -0.34 0.11
H -1.71633 0.99550 3.20862 0.09 -0.08 0.30 0.10
H 0.38966 -0.70521 3.88480 0.41 -0.06 -0.10 0.11
H 0.61205 0.99378 3.72924 -0.19 0.30 -0.11 0.10
H 2.11567 -0.29453 2.25283 0.14 -0.11 -0.19 0.12
H 0.66870 -1.11735 1.59199 0.61 -0.21 -0.43 0.09
H 0.38303 0.53834 0.13880 -0.20 0.18 0.13 0.07
H 2.69663 0.33122 -0.23975 0.53 -0.47 0.85 0.09
H 2.88629 1.57783 1.15583 0.54 -0.52 -0.05 0.09
H 2.73711 3.14396 -0.48650 0.23 -0.08 -0.25 0.07
H 2.63316 1.78837 -1.61334 -0.13 0.60 -0.97 0.02
H 1.16182 2.68147 -0.93382 -0.24 -0.65 -0.23 0.08
O -0.84536 -0.67055 -3.82774 0.39 0.31 -0.02 -0.08
H -0.19883 -1.41103 -3.73612 -0.69 0.23 -0.05 0.00
H -1.61393 -0.98010 -4.31153 0.02 -0.05 0.01 0.05
O -1.99358 2.84456 0.66753 -0.18 0.02 0.47 -0.06
H -1.58382 2.11300 1.15471 0.02 -0.06 -0.06 0.01
H -2.83008 3.03158 1.11057 0.19 -0.04 0.14 0.06
O -1.38928 0.07900 -1.11362 0.39 0.34 0.26 -0.06
H -1.02399 0.03183 -2.01514 -0.37 -0.72 -0.04 0.01
H -1.44339 -0.80812 -0.74357 0.03 -0.06 -0.24 0.03
O -0.67782 -3.34297 -0.19868 -2.18 -0.89 1.40 -0.06
H 0.17840 -3.32134 0.23302 0.32 0.71 -1.19 0.01
H -0.90750 -2.95055 -1.03677 1.36 0.25 -0.21 0.01
O 0.66177 -2.52402 -2.84700 0.26 -0.37 -0.10 -0.06
H 1.29432 -2.99170 -3.40350 -0.05 0.01 -0.07 0.08
H 1.22771 -1.90715 -2.35032 -0.02 -0.15 -0.06 0.03
O 1.84299 -3.67020 -0.61348 0.84 -0.18 -0.02 -0.06
H 2.78197 -3.71915 -0.82152 0.05 0.00 0.22 0.06
H 1.42020 -4.23321 -1.26990 -0.24 0.06 0.06 0.04
O 2.31039 -0.38052 -2.77922 0.14 0.61 -0.08 -0.05
H 3.16359 0.04116 -2.93106 0.20 -0.33 0.04 0.06
H 1.72537 0.38964 -2.79721 -0.30 -0.22 -0.04 0.05
O 1.82492 2.89486 2.75295 -0.33 0.40 -0.22 -0.07
H 1.05591 2.37066 2.48300 0.11 -0.23 -0.03 0.00
H 1.82896 3.52521 2.02082 0.28 0.20 0.23 0.04
O -2.29334 2.68137 -2.00197 -0.28 -0.44 0.49 -0.09
H -2.65924 2.61373 -1.09502 0.21 0.56 -0.60 0.00
H -1.70185 1.92580 -1.90350 0.05 0.14 -0.43 -0.02
```
Positions in Å, forces in eV/Å.

Values from the calculation:
Energy above the lowest of the compared OMol25 structures with the same formula, charge and spin (kJ/mol): 359.1
SMILES: CCNCCNCC.O.O.O.O.O.O.O.O.O
Calculated total energy (eV): -28180.19878
HOMO (eV): -8.175
Gap between HOMO and LUMO (eV): 7.994
Total charge: 0

=====

(4)
# C4H8NOS

The ion C4H8NOS with charge -1 at a distorted geometry (wB97M-V/def2-TZVPD, the Open Molecules 2025 dataset).

The geometry in XYZ format:
```
15
Properties=species:S:1:pos:R:3:forces:R:3:lowdin_charge:R:1
C -0.99345 0.17956 -2.42843 -3.11 -2.04 1.04 -0.12
N -1.36592 -0.07517 -0.96911 2.43 -0.70 -0.61 -0.06
C -0.03033 -0.25325 -0.21232 -1.68 0.52 -4.47 -0.48
C -0.25392 -1.26974 0.74819 -1.41 -2.58 3.22 -0.26
O -1.00108 -2.26647 0.61688 1.37 1.87 -0.16 -0.03
C 0.40101 1.14685 0.06347 0.49 1.27 0.77 -0.79
S 1.63704 1.16506 1.34465 1.42 0.20 0.55 0.15
H -0.95820 -0.69103 -3.12898 0.64 -0.03 0.88 0.07
H -1.87117 0.67697 -2.83591 0.40 0.97 -0.20 0.05
H -0.08548 0.71120 -2.37226 0.67 0.82 -0.66 0.03
H -1.78336 -0.95518 -0.68066 -0.72 -0.22 -1.43 0.06
H 0.75273 -0.84871 -0.90431 -1.12 1.45 1.13 0.19
H 0.24754 -1.07818 1.70688 0.26 -0.33 0.03 0.07
H 0.71306 1.50934 -0.94880 0.09 0.28 0.98 0.04
H -0.37754 1.87207 0.47284 0.28 -1.50 -1.08 0.06
```
Positions in Å, forces in eV/Å.

Values from the calculation:
Energy above the lowest of the compared OMol25 structures with the same formula, charge and spin (kJ/mol): 263.8
SMILES: CN[C@H](C=O)C[S-]
Calculated total energy (eV): -18649.47623
HOMO (eV): -2.582
Gap between HOMO and LUMO (eV): 6.322
Total charge: -1

=====

(5)
# C14H42O7

A cluster of 7 separate species, C14H42O7 in total at a distorted geometry (wB97M-V/def2-TZVPD, the Open Molecules 2025 dataset).

The geometry in XYZ format:
```
63
Properties=species:S:1:pos:R:3:forces:R:3:lowdin_charge:R:1
C -48.06644 -35.52867 -30.34021 2.65 -5.24 3.29 -0.07
C -47.36769 -36.59791 -31.24273 -0.73 3.24 -2.62 -0.23
O -48.41760 -37.38043 -31.89182 -0.78 4.80 2.10 -0.06
H -48.61674 -34.81109 -30.68214 -3.05 3.97 -3.67 0.00
H -47.37342 -34.98943 -29.73300 1.07 0.11 0.47 0.06
H -48.78351 -35.94369 -29.59982 0.60 -0.59 -0.30 0.09
H -46.59373 -37.22388 -30.83717 -0.16 -0.33 0.91 0.06
H -46.70686 -35.92163 -32.04284 -1.77 -1.72 1.44 0.15
H -48.00890 -38.12522 -32.15514 2.25 -4.22 -1.51 -0.06
C -51.95472 -40.29728 -31.44320 4.64 1.01 -0.02 -0.14
C -53.38774 -40.36120 -31.29428 -3.53 0.25 -1.03 -0.31
O -53.73485 -40.18043 -29.86150 2.59 -0.55 -1.62 -0.08
H -51.46756 -41.08481 -30.79404 -0.46 0.16 -1.24 0.07
H -51.53134 -39.40495 -30.86527 -0.63 -0.57 -1.24 0.09
H -51.49540 -40.26700 -32.59219 -1.49 -0.26 3.17 0.15
H -53.73160 -41.32529 -31.83247 -0.04 1.11 1.56 0.13
H -53.92573 -39.52406 -31.84190 0.71 -0.86 0.46 0.12
H -54.64107 -40.25193 -29.67753 -2.00 -0.29 -0.14 0.06
C -52.12575 -44.14397 -27.40648 1.90 3.06 -4.50 -0.03
C -51.51412 -42.77386 -27.99984 2.88 -1.95 -2.41 -0.27
O -50.32077 -42.49536 -27.26079 -0.92 0.50 1.02 -0.13
H -51.38467 -44.87184 -27.51222 1.36 -1.08 0.31 0.05
H -52.89095 -44.44116 -28.06557 -1.57 -0.29 -0.23 0.05
H -52.33249 -43.88170 -26.46238 -1.26 0.28 3.54 0.03
H -52.17476 -41.93289 -28.13770 -0.60 0.27 0.68 0.07
H -50.96514 -42.82851 -29.07996 -2.15 -0.76 1.50 0.13
H -50.04884 -41.61217 -27.55260 0.47 0.01 0.00 0.03
C -51.55889 -38.80949 -25.87577 1.93 -1.55 -0.97 -0.08
C -52.53253 -38.96734 -27.03674 -1.20 -1.22 1.79 -0.39
O -51.87707 -39.01585 -28.24546 3.15 -0.40 0.99 -0.08
H -50.74213 -38.06801 -26.19884 -1.32 -0.81 0.73 0.08
H -50.90599 -39.92219 -25.81463 -2.17 3.28 0.45 0.15
H -52.15247 -38.44777 -24.99514 1.11 -0.76 -0.40 0.07
H -53.26695 -38.20877 -27.20454 -0.46 1.37 1.00 0.10
H -53.24080 -39.86020 -26.84573 1.32 0.54 -0.30 0.13
H -52.60842 -39.04863 -28.78348 -2.09 -0.48 -3.25 0.00
C -45.16615 -38.63297 -28.37807 0.75 3.12 -1.22 -0.06
C -46.00534 -37.69137 -27.47611 -0.35 -2.13 -4.18 -0.40
O -45.75617 -37.94534 -26.19199 -0.80 1.49 4.00 -0.04
H -45.38451 -38.43039 -29.47006 0.00 -0.43 1.18 0.07
H -45.27677 -39.61711 -28.13072 -0.60 -2.74 0.46 0.02
H -44.07806 -38.40441 -28.26277 -0.76 -0.03 0.11 0.09
H -47.06353 -37.69566 -27.79770 0.04 -0.44 0.38 0.12
H -45.64897 -36.77632 -27.75851 0.81 3.02 -0.61 0.07
H -46.13855 -37.12871 -25.74120 0.90 -1.91 -0.14 0.14
C -47.66856 -41.55254 -29.65553 -2.22 2.06 -5.27 -0.02
C -48.55638 -40.29684 -29.82571 -1.55 -0.70 0.61 -0.21
O -49.22831 -40.12929 -28.51254 2.34 -1.83 -1.31 -0.08
H -46.86375 -41.36512 -29.09603 2.49 0.32 3.19 0.02
H -47.18257 -41.67134 -30.63137 0.07 0.08 -0.37 0.07
H -48.20520 -42.44078 -29.62691 -0.98 -1.54 1.22 0.06
H -49.19215 -40.06202 -30.79566 0.14 -1.93 1.96 0.12
H -48.04578 -39.41488 -29.98613 2.33 1.74 0.31 0.05
H -49.96650 -39.61054 -28.66307 -2.73 1.86 -0.15 -0.01
C -48.55059 -40.53110 -33.57438 1.52 3.24 -1.94 -0.05
C -47.07671 -40.20049 -33.68593 0.51 -5.97 -0.22 -0.36
O -46.60917 -39.70542 -32.53425 -2.06 2.81 2.60 -0.03
H -48.77645 -41.18027 -32.83875 -0.59 -2.23 2.60 0.02
H -48.89272 -40.92662 -34.52969 -0.41 0.56 -0.02 0.09
H -48.83876 -39.49828 -33.27626 -1.39 -0.86 -0.57 0.08
H -46.94688 -39.55229 -34.43064 0.45 2.84 -3.22 0.07
H -46.46481 -41.11196 -33.98179 -0.65 0.66 0.20 0.14
H -45.79091 -39.95136 -32.21504 2.51 -1.09 0.44 0.07
```
Positions in Å, forces in eV/Å.

Values from the calculation:
Energy above the lowest of the compared OMol25 structures with the same formula, charge and spin (kJ/mol): 755.6
SMILES: CCO.CCO.CCO.CCO.CCO.CCO.CCO
Calculated total energy (eV): -29523.64387
HOMO (eV): -8.935
Gap between HOMO and LUMO (eV): 9.468
Total charge: 0